(1)
Here is 2 unconnected molecules or ions with the total composition C5H14N2O from OMol25. Energies are from ωB97M-V with the def2-TZVPD basis set.

The geometry in XYZ format:
```
22
Properties=species:S:1:pos:R:3:forces:R:3
C 1.1838 -0.9659 -1.9140 -1.9 0.0 0.4
O 0.4787 -2.0070 -1.2379 -0.1 0.0 0.0
C 0.3246 0.3268 -1.9947 0.8 0.2 0.8
N 1.2383 1.5291 -1.9201 -1.0 -0.6 -0.2
H 2.0576 -0.6806 -1.3317 0.5 -0.2 -0.5
H 1.3047 -1.4019 -2.9043 0.8 0.3 0.0
H -0.3562 0.3835 -2.8428 0.1 -0.3 -0.3
H -0.3378 0.3161 -1.0969 0.7 0.2 -0.6
H 1.7988 1.6199 -2.7800 -0.5 -0.1 0.5
H 0.5863 2.3100 -1.8913 0.5 0.3 -0.1
C -2.4134 0.3373 2.3176 -1.0 -0.4 -1.5
C -1.1626 0.2668 1.4594 0.3 0.4 1.5
C -0.0660 -0.3400 1.9246 0.2 0.1 -0.7
N 1.1538 -0.4464 1.1929 0.3 -0.5 0.9
H -2.3430 -0.2193 3.2631 0.2 0.5 -0.2
H -2.8031 1.3620 2.4247 0.5 -0.2 0.4
H -3.2419 -0.1471 1.7455 0.4 0.1 0.4
H -1.0964 0.8775 0.5627 -0.3 -0.2 0.0
H -0.1066 -0.8413 2.8884 0.1 -0.1 -0.2
H 0.4171 -1.7660 -0.2988 0.2 0.1 -0.2
H 1.4601 0.4095 0.7414 0.0 -0.2 0.1
H 1.9232 -0.9230 1.6922 -0.8 0.7 -0.4
```
Positions in Å, forces in eV/Å.

Output
- Largest force on an atom: 1.97 eV Å⁻¹
- SMILES string: C/C=C/N.NCCO
- Energy relative to the best compared isomer or geometry (same formula, charge and spin): 57.3 kcal per mole

(2)
Here is a gas-phase ion, CH3NO4P (charge -1) from OMol25. Energies are from ωB97M-V with the def2-TZVPD basis set.

The geometry in XYZ format:
```
10
Properties=species:S:1:pos:R:3:forces:R:3
C -1.8643 0.0945 0.7783 -2.5 2.3 -2.2
N 1.7110 -1.0206 0.2119 0.0 -0.1 0.0
O -2.8515 0.6625 0.3064 1.0 -0.2 0.4
O -1.6247 -0.7665 1.5450 1.2 -1.3 1.2
O -0.5264 0.6814 0.0667 0.2 -1.1 1.0
O 1.3027 0.7564 -1.4159 -1.5 -0.3 -1.6
P 0.5923 -0.6398 -0.8332 -0.2 0.1 0.9
H 1.6372 -1.8122 0.8493 -0.2 0.2 -0.6
H -0.5100 1.4913 -0.4525 -0.6 0.1 0.0
H 2.1336 0.5531 -1.0560 2.6 0.3 0.9
```
Positions in Å, forces in eV/Å.

Output
- Largest force on an atom: 4.03 eV Å⁻¹
- Energy relative to the best compared isomer or geometry (same formula, charge and spin): 38.6 kcal per mole
- Net charge: -1

(3)
Here is a single C7H12N2OS molecule from OMol25. Energies are from ωB97M-V with the def2-TZVPD basis set.

The geometry in XYZ format:
```
23
Properties=species:S:1:pos:R:3:forces:R:3
C 1.1517 0.8586 0.9440 2.7 0.0 -0.9
C 0.1645 0.8274 1.7979 -1.7 2.3 0.9
C 1.2847 0.2971 -0.4571 -1.0 -0.2 -1.4
C -0.0268 1.8480 2.9822 2.8 -2.0 -0.1
C -0.6032 -1.0236 -3.2361 0.8 1.3 -0.2
C 0.0121 -2.3235 1.7833 1.1 0.1 2.6
C 0.1505 0.2223 -2.7111 1.8 -2.1 0.2
N -1.0418 0.2044 1.4807 -0.6 -1.5 0.7
N 0.1763 0.4618 -1.2921 -1.6 -0.4 3.4
O 2.3197 -0.1302 -0.9282 0.5 0.1 0.7
S -1.2495 -1.3365 1.6743 -1.1 0.4 -1.1
H 2.0881 1.3445 1.2599 -0.5 0.0 -0.3
H 0.7316 2.6181 3.1247 0.2 -0.1 -0.7
H 0.0256 1.3064 3.9078 -0.1 -0.6 0.6
H -0.9475 2.3070 2.9914 -2.2 0.8 -0.6
H -0.2163 -1.8939 -2.6952 0.2 -0.1 -0.8
H -1.6665 -1.0097 -3.0757 -0.6 0.3 0.1
H -0.3934 -0.8985 -4.3373 -0.3 -1.2 1.0
H -0.1810 -3.3464 2.2119 -0.1 1.1 -0.9
H 0.9226 -1.8355 2.2079 -0.2 -0.6 -1.1
H -0.7418 0.4886 -0.7246 1.9 0.2 -1.6
H 1.2158 0.0471 -3.0791 -1.2 0.6 0.8
H -0.2040 1.1115 -3.1138 -0.8 1.5 -1.3
```
Positions in Å, forces in eV/Å.

Output
- Largest force on an atom: 3.79 eV Å⁻¹
- Energy relative to the best compared isomer or geometry (same formula, charge and spin): 92.3 kcal per mole